No. 1
# C24H33Al2B2BeBr5Cl2F2KN2O18PS2

C24H33Al2B2BeBr5Cl2F2KN2O18PS2 as an isolated structure (ωB97M-V/def2-TZVPD, OMol25).

The molar mass comes out at 1364.752 g/mol. The strongest force on any atom is 9.8 eV/A. The net charge is +2. The HOMO-LUMO gap comes out at 1.608 eV.

```
95
Properties=species:S:1:pos:R:3:forces:R:3
C 3.1142 -1.5482 -0.6538 -0.39 -0.58 0.07
C 2.5866 -0.2727 -1.5974 0.69 -2.31 0.48
N 1.2113 0.1227 -1.1079 -1.86 1.42 -3.36
C 1.0746 1.6083 -0.8613 1.00 1.60 2.10
C 1.4077 1.8274 0.7632 -0.94 -0.07 0.39
C 0.0988 -0.4422 -1.9613 0.14 -2.19 0.80
S -0.2706 -2.1189 -1.7213 0.76 3.05 -0.45
S -0.8901 0.4648 -3.2676 0.41 -0.56 1.83
C -2.5396 -0.4383 -3.3206 -1.09 -0.60 0.92
C -3.8161 0.5249 -3.7620 0.14 -1.20 -0.38
C -5.1480 -0.4860 -3.7258 0.67 0.54 0.07
C -5.9863 -0.4080 -2.3194 0.51 1.12 -0.33
O -6.9598 -1.5183 -2.4623 0.72 -0.86 4.83
B -7.2096 -2.1627 -1.1398 2.38 -1.26 -0.74
O -6.5318 -3.4462 -0.7421 -3.68 2.96 -0.42
O -8.0998 -1.5764 -0.0840 1.81 -1.42 0.54
O -5.1467 -0.3459 -1.1119 -2.88 0.57 -2.37
Al -5.6827 1.0417 0.1037 -0.88 -3.09 -0.69
C -5.6206 0.0203 1.8980 1.40 -1.51 0.95
C -4.3735 -1.0915 1.8582 6.31 2.99 -0.09
O -3.1042 -0.6128 1.8164 -8.90 -4.03 0.17
F -4.6093 -2.5736 1.8564 0.32 4.54 -0.05
P -4.5699 3.0761 0.0058 1.77 0.90 0.50
N -3.1509 2.9462 -0.7692 -0.02 0.38 0.76
O -7.3328 1.2902 -0.7715 1.93 -2.04 -3.05
C -7.0206 0.8979 -2.1860 -0.46 2.41 3.23
O -6.4780 2.1791 -2.7044 0.03 -0.09 -1.11
Br -8.7917 0.7921 -3.1255 0.25 -1.23 0.73
H 2.2376 -2.2328 -0.2827 1.57 1.60 -0.91
H 3.6880 -1.1826 0.3056 -0.97 -0.65 -1.85
H 3.8394 -2.2354 -1.2990 -5.95 1.24 2.89
H 3.3972 0.5761 -1.5020 -2.05 -1.38 -0.34
H 2.4826 -0.7134 -2.6838 0.41 1.19 1.93
H 1.8904 2.2682 -1.4268 -1.95 -1.55 0.75
H -0.0014 2.0422 -1.0161 2.14 -1.23 -0.16
H 1.7349 0.8127 1.2869 -0.51 2.23 -1.30
H 0.3759 2.1216 1.2858 2.37 -0.52 -1.00
H 2.1945 2.6798 0.9526 -1.58 -1.81 -0.40
H -2.7887 -0.7869 -2.2064 0.74 0.51 -2.52
H -2.4073 -1.3563 -4.0553 -0.51 1.94 1.65
H -3.6656 0.8388 -4.8916 -0.34 -0.36 2.40
H -3.9694 1.4468 -3.0405 0.63 -1.93 -1.50
H -5.8095 -0.1712 -4.6381 0.87 -0.82 1.89
H -4.8062 -1.6194 -3.8682 -0.87 2.54 0.38
H -7.1540 -3.9428 -0.1224 1.36 0.73 -0.99
H -7.7963 -1.9722 0.7998 -0.33 -0.53 -1.92
H -5.3407 0.8082 2.7314 -0.44 -1.89 -1.32
H -6.6477 -0.4838 2.1481 3.22 0.84 -0.31
H -5.4611 4.0508 -0.5960 0.34 -0.28 0.50
H -4.2879 3.4685 1.3821 -0.82 0.09 -0.85
H -2.3773 3.2208 -0.1148 -0.87 -0.43 -0.89
H -7.2437 2.7500 -3.0078 -0.37 -1.59 1.43
K 5.4083 -2.0169 -1.7301 5.41 0.32 -1.36
Be -8.9917 2.5850 -4.8999 0.64 0.55 -0.03
C -5.3528 -6.6698 -1.9493 -0.17 0.19 0.19
Cl -3.6192 -6.9769 -2.1077 0.01 0.09 0.10
Cl -6.2636 -7.4946 -3.2203 -0.08 0.08 0.08
H -5.6911 -7.0335 -0.9761 0.15 -0.05 -0.29
H -5.5319 -5.5945 -2.0241 0.11 -0.29 -0.08
B 3.7072 6.0645 3.7716 -0.49 0.78 1.28
O 4.9194 5.4462 3.2250 -0.36 -0.78 -2.33
C 4.6396 5.0920 1.9630 6.04 -1.56 1.58
O 5.4342 4.5474 1.2137 -1.36 1.15 1.02
C 3.2825 5.4505 1.6434 -6.52 1.43 -2.37
O 2.7228 5.2636 0.5752 1.46 0.09 1.97
O 2.7033 6.0317 2.7034 1.34 -1.02 -1.45
O 3.2371 5.3390 4.9561 0.29 0.69 -0.03
C 3.2310 6.2146 5.9710 -1.86 -4.14 3.49
O 2.8917 5.9385 7.1102 0.69 0.61 -2.35
C 3.6799 7.5020 5.5091 1.54 5.75 -0.06
O 3.7887 8.5107 6.1875 -0.30 -2.21 -1.31
O 3.9701 7.4414 4.2020 -0.27 -0.73 0.48
Br -8.5917 -0.2894 1.6466 -2.73 1.15 -0.27
F 4.9083 2.4887 2.0658 -0.28 -0.11 -0.03
C 8.6481 -4.5894 3.5326 0.04 0.18 -0.53
C 7.9763 -3.9629 2.5618 0.26 -0.18 0.18
C 6.5863 -3.5082 2.7625 -0.07 0.09 -0.12
O 5.9700 -2.9364 1.8738 0.06 -0.07 -0.10
C 5.9684 -3.7710 4.0774 0.01 -0.12 0.31
C 6.6402 -4.3975 5.0482 -0.44 0.23 -0.16
C 8.0302 -4.8523 4.8474 0.60 -0.58 0.95
O 8.6465 -5.4240 5.7361 -0.55 0.51 -0.82
H 9.6680 -4.9301 3.4016 -0.03 0.00 0.04
H 8.4159 -3.7620 1.5921 0.00 0.00 0.03
H 4.9486 -3.4303 4.2084 0.03 0.00 -0.02
H 6.2007 -4.5984 6.0179 0.05 -0.01 -0.03
C 9.0148 1.6780 -3.2805 -0.04 0.61 -0.30
Br 8.7708 -0.1531 -2.6708 0.05 0.10 -0.03
Br 8.9410 2.9470 -1.8079 0.03 -0.46 -0.38
Br 10.6400 1.8810 -4.3301 -0.52 -0.17 0.42
H 8.1748 1.9088 -3.9439 0.38 -0.16 0.31
O 3.7789 -5.9766 -1.9882 -0.36 0.34 -0.19
H 3.0294 -5.4016 -1.7720 0.16 -0.34 0.00
H 3.4166 -6.6000 -2.6356 0.19 0.12 0.21
Al -6.1917 3.9009 -4.1138 0.65 0.53 -0.89
```
Forces are in eV/Å.

No. 2
# C16H32Br16

A 8-piece molecular cluster, C16H32Br16 overall (ωB97M-V/def2-TZVPD, OMol25).

As for the multiplicity: 2. The molar mass comes out at 1502.896 g/mol. The expectation value of S² is 0.76. The strongest force on any atom is 2.2 eV/A. The net charge is +1. The calculation puts the energy above the lowest of the compared OMol25 structures with the same formula, charge and spin at 68.5 kJ/mol. The HOMO-LUMO gap (spin up / spin down) comes out at 8.890 / 2.852 eV.

```
64
Properties=species:S:1:pos:R:3:forces:R:3
Br -7.3135 1.0299 -3.5969 0.74 0.04 0.23
C -5.3825 1.2507 -3.2647 0.25 0.75 0.41
C -4.9422 0.3252 -2.1350 -0.10 -0.59 -0.92
Br -2.9130 0.3019 -2.0272 -1.33 0.40 -0.01
H -5.1921 2.2952 -3.0180 -0.35 -0.02 0.14
H -4.8597 1.1006 -4.2093 -0.16 -0.52 0.17
H -5.2563 -0.6799 -2.4163 0.51 -0.10 0.14
H -5.3666 0.5092 -1.1480 0.35 0.51 -0.14
Br -1.8460 0.4400 4.0441 -0.20 0.43 -0.03
C -3.4997 1.0038 3.1444 -0.37 0.34 -0.18
C -3.2524 1.9863 1.9922 -0.26 -0.59 -0.17
Br -4.9955 2.7300 1.3945 0.76 -0.35 0.29
H -4.1698 1.4167 3.8984 0.36 0.07 0.08
H -3.9479 0.0732 2.7963 0.06 0.17 -0.17
H -2.8686 1.4308 1.1365 -0.01 0.16 -0.05
H -2.5766 2.8158 2.2002 -0.31 -0.09 0.30
Br 2.8797 -2.4149 -1.1040 0.73 -1.12 0.28
C 3.8192 -4.1076 -0.5015 0.89 -0.36 0.27
C 5.1633 -4.3607 -1.2595 -1.60 0.85 0.03
Br 5.9631 -6.1146 -0.7347 -0.61 1.44 -0.38
H 3.1304 -4.9477 -0.5897 -0.09 0.33 -0.30
H 4.0511 -3.9755 0.5553 -0.25 0.23 -0.09
H 5.7899 -3.4904 -1.0643 0.55 -0.57 0.29
H 4.9275 -4.2960 -2.3217 0.35 -0.73 -0.06
Br 0.9382 1.8243 -2.2666 -0.47 -0.71 0.79
C 0.4810 0.7473 -0.6503 1.45 0.29 0.08
C 1.2316 1.4680 0.4993 -0.93 0.53 -0.35
Br 1.2929 0.4254 2.2110 -0.55 0.10 -1.02
H 0.8697 -0.2620 -0.7861 0.08 0.13 -0.24
H -0.6040 0.6964 -0.5593 0.16 0.43 0.21
H 0.7667 2.4299 0.7155 -0.39 -0.26 0.47
H 2.2640 1.7606 0.3083 0.27 -0.89 -0.23
Br -2.1680 -5.1630 3.9127 0.12 0.51 -0.90
C -1.7910 -4.1268 2.2507 0.48 -0.03 0.74
C -1.7720 -2.6767 2.6594 0.06 0.24 0.05
Br -1.6577 -1.5705 0.9518 0.13 -0.16 0.99
H -2.5233 -4.3665 1.4797 0.06 -0.09 0.27
H -0.7687 -4.3724 1.9634 -0.32 -0.43 -0.22
H -0.8778 -2.3857 3.2106 0.10 -0.16 -0.28
H -2.5971 -2.3503 3.2924 -0.31 0.16 -0.67
Br 0.0693 -2.7506 -3.9770 -0.32 -0.20 0.16
C -1.3508 -2.8078 -2.6449 -0.05 0.30 0.49
C -2.7167 -3.2397 -3.2499 1.16 0.62 1.26
Br -4.0158 -3.1287 -1.7457 0.31 -0.43 -0.38
H -1.2853 -1.8456 -2.1369 -0.75 0.37 -0.83
H -1.0454 -3.3898 -1.7754 0.02 -1.04 -0.59
H -2.6340 -4.2787 -3.5689 -0.37 0.21 -0.04
H -3.0942 -2.5604 -4.0141 0.19 -0.21 0.08
Br 0.0501 4.2098 2.9284 1.23 -0.04 0.25
C 1.8290 4.6760 3.8139 -0.90 -0.64 1.41
C 2.8342 3.5070 3.9433 -0.78 0.96 -1.16
Br 4.2541 3.9682 5.1627 0.06 0.23 -0.07
H 1.4969 4.8401 4.8390 -0.13 0.51 -0.21
H 2.1214 5.6177 3.3493 0.34 -0.48 -0.04
H 3.2557 3.3667 2.9479 0.23 -0.64 0.28
H 2.3665 2.6310 4.3927 -0.04 0.10 -0.46
Br 4.9183 1.0895 -1.1900 0.03 2.23 -0.11
C 5.0839 3.1191 -1.7052 -0.22 -0.53 -0.91
C 4.2637 3.4567 -2.9466 0.20 -1.07 -0.48
Br 4.5541 2.1172 -4.4084 -0.44 0.60 0.60
H 6.1307 3.3421 -1.9112 -0.01 -0.52 0.43
H 4.6807 3.7665 -0.9264 0.27 -0.54 0.46
H 4.5935 4.3512 -3.4749 0.08 0.15 0.60
H 3.2141 3.5427 -2.6654 0.04 -0.28 -0.53
```
Forces are in eV/Å.